ORCA calculation (ωB97M-V/def2-TZVPD) on a molecular structure, C23H18F3N4O3PtS3 at a distorted geometry.

```
55
Properties=species:S:1:pos:R:3:mulliken_charge:R:1
Pt -0.6877 0.5780 -1.1545 0.69
O -0.1584 2.6532 0.2170 -0.66
N 0.2724 2.4160 1.4009 0.58
C 0.1021 3.3427 2.3733 -0.22
C 0.5442 3.1202 3.6558 -0.70
C 1.1797 1.9286 3.9791 -0.38
C 1.3481 0.9851 2.9851 -0.69
C 0.8848 1.2391 1.7065 0.45
S 1.0404 0.0314 0.4372 -0.09
H -0.3948 4.2397 2.0391 0.46
H 0.3899 3.8931 4.3948 0.43
H 1.5378 1.7424 4.9810 0.46
H 1.8352 0.0396 3.1787 0.50
F 5.1432 2.1669 -3.9401 -0.28
C 4.4801 1.7051 -2.8795 0.51
F 4.6360 2.5944 -1.8839 -0.20
F 5.0663 0.5635 -2.4949 -0.20
C 3.0161 1.4918 -3.1992 0.08
C 2.5811 1.6399 -4.4985 -0.20
C 1.2466 1.4082 -4.8051 -0.87
C 0.3983 1.0627 -3.7872 -0.33
N 0.8047 0.9466 -2.5048 -0.24
C 2.0948 1.1331 -2.2011 0.73
S 2.6940 0.8941 -0.5676 -0.08
H 3.2856 1.9225 -5.2677 0.54
H 0.8738 1.4922 -5.8146 0.45
H -0.6511 0.8659 -3.9596 0.56
C -5.8385 5.6433 -2.2732 -1.42
C -5.1981 4.3017 -2.0616 0.88
C -3.8139 4.1466 -2.1312 -1.16
C -3.2219 2.9119 -1.9398 -0.38
C -4.0299 1.8121 -1.6790 0.89
C -5.4104 1.9378 -1.5999 -0.59
C -5.9828 3.1828 -1.7922 -0.72
S -3.3346 0.2246 -1.4104 1.07
O -4.3743 -0.7446 -1.3793 -0.64
O -2.2411 0.0481 -2.4581 -0.75
N -2.3873 0.3056 -0.1169 -0.14
C -2.5569 -0.3576 1.1035 0.75
C -3.8151 -0.6694 1.6229 -0.81
C -3.8744 -1.2978 2.8487 -0.49
C -2.6991 -1.5877 3.5316 -0.84
C -1.5078 -1.2263 2.9383 -0.21
N -1.4267 -0.6259 1.7489 0.05
H -5.0943 6.4165 -2.4532 0.35
H -6.4279 5.9315 -1.4020 0.35
H -6.5150 5.6152 -3.1283 0.35
H -3.1906 5.0078 -2.3356 0.32
H -2.1440 2.8138 -1.9773 0.30
H -6.0238 1.0681 -1.4093 0.50
H -7.0595 3.2855 -1.7388 0.42
H -4.7130 -0.4338 1.0720 0.41
H -4.8349 -1.5588 3.2730 0.42
H -2.7089 -2.0785 4.4936 0.41
H -0.5627 -1.4276 3.4313 0.39
```

Computed properties:
Net charge: +1
Energy above the lowest of the compared OMol25 structures with the same formula, charge and spin: 14.5 kcal per mole
HOMO-LUMO gap: 0.290 Eh
E_LUMO: -3.279 eV